Record 1
The following is a quantum chemistry calculation of C44H78AsF6N2O14S5V as an isolated structure, from OMol25.

Cartesian coordinates (Å):
V -8.398 24.651 -10.776
As -5.085 25.982 -8.981
F -6.418 25.216 -9.799
F -4.443 26.462 -10.661
F -3.652 26.669 -8.165
F -5.775 25.473 -7.374
F -4.193 24.349 -9.234
F -6.054 27.482 -8.866
C -6.138 30.651 -8.377
C -5.199 30.318 -7.365
C -5.045 30.979 -6.128
C -5.970 32.016 -5.897
C -6.888 32.445 -6.836
C -6.966 31.741 -8.036
N -5.971 32.565 -4.536
O -4.938 32.673 -3.881
O -7.065 32.877 -4.057
H -6.228 29.933 -9.179
H -4.400 29.637 -7.622
H -4.273 30.714 -5.421
H -7.603 33.215 -6.583
H -7.744 31.930 -8.760
C -2.485 28.406 -5.849
C -1.194 29.028 -5.678
C -0.798 29.412 -4.392
C -1.582 29.174 -3.224
C -2.805 28.612 -3.460
C -3.232 28.152 -4.720
N -1.149 29.535 -1.876
O -1.750 29.130 -0.925
O -0.171 30.230 -1.733
H -2.737 28.211 -6.881
H -0.536 29.108 -6.530
H 0.164 29.897 -4.318
H -3.557 28.590 -2.685
H -4.243 27.840 -4.937
C -4.313 24.843 -4.492
C -2.929 24.418 -4.015
C -2.912 24.137 -2.488
C -1.574 24.101 -1.780
C -0.899 25.435 -1.527
C 0.484 25.388 -0.906
H -4.868 25.565 -3.892
H -4.979 23.982 -4.435
H -4.264 25.106 -5.549
H -2.624 23.530 -4.569
H -2.253 25.244 -4.238
H -3.457 23.200 -2.372
H -3.587 24.812 -1.962
H -1.807 23.582 -0.850
H -0.954 23.491 -2.437
H -0.910 26.192 -2.311
H -1.536 26.002 -0.848
H 1.139 24.729 -1.476
H 0.886 26.394 -0.789
H 0.462 24.981 0.105
C -0.715 17.005 -3.879
C -0.789 17.759 -5.137
C -1.042 19.336 -5.036
C -1.210 20.096 -6.347
C -1.661 21.621 -6.177
C -1.857 22.366 -7.582
H 0.030 17.385 -3.180
H -0.396 16.005 -4.173
H -1.647 17.160 -3.337
H 0.136 17.574 -5.684
H -1.626 17.330 -5.688
H -0.201 19.766 -4.491
H -1.941 19.534 -4.453
H -0.278 19.977 -6.900
H -2.006 19.550 -6.853
H -2.550 21.717 -5.554
H -0.864 22.173 -5.678
H -2.518 21.779 -8.219
H -2.354 23.318 -7.393
H -0.981 22.314 -8.227
C -6.585 29.432 -13.227
C -8.023 29.740 -13.619
C -8.929 28.563 -13.118
S -8.235 28.180 -11.453
O -7.970 26.723 -11.389
O -8.975 28.906 -10.369
C -6.710 29.115 -11.712
H -5.880 30.229 -13.462
H -6.164 28.611 -13.806
H -7.956 29.736 -14.707
H -8.416 30.699 -13.280
H -8.758 27.738 -13.810
H -9.969 28.850 -12.961
H -5.891 28.514 -11.316
H -7.024 29.954 -11.090
C -5.507 21.494 -7.343
C -6.662 21.303 -6.307
C -7.859 22.025 -7.003
S -7.754 21.614 -8.798
O -7.930 22.851 -9.572
O -8.613 20.525 -9.075
C -5.988 21.192 -8.800
H -4.614 20.940 -7.053
H -5.178 22.533 -7.374
H -6.483 21.707 -5.311
H -6.952 20.257 -6.202
H -7.613 23.087 -6.989
H -8.865 21.780 -6.664
H -5.483 21.787 -9.561
H -5.899 20.119 -8.972
C -10.402 28.269 -7.054
C -9.300 28.002 -5.980
C -8.349 27.028 -6.715
S -9.475 25.821 -7.455
O -9.801 24.902 -6.356
O -9.111 25.297 -8.814
C -10.858 26.959 -7.766
H -10.002 28.897 -7.850
H -11.244 28.789 -6.597
H -9.814 27.569 -5.122
H -8.735 28.917 -5.804
H -7.530 26.559 -6.169
H -7.913 27.478 -7.606
H -11.834 26.484 -7.667
H -10.815 27.139 -8.840
C -1.545 26.671 -11.598
C -2.190 27.441 -12.831
C -1.488 28.859 -13.011
S 0.214 28.575 -12.592
O 0.608 29.545 -11.544
O 0.907 28.483 -13.870
C -0.038 26.833 -11.835
H -1.831 25.620 -11.570
H -1.792 27.282 -10.730
H -3.254 27.621 -12.678
H -2.050 26.832 -13.724
H -1.886 29.328 -12.112
H -1.651 29.484 -13.889
H 0.406 26.868 -10.839
H 0.358 26.071 -12.506
C -4.807 23.611 -14.973
C -4.252 24.522 -13.844
C -4.262 23.802 -12.560
S -5.856 22.853 -12.559
O -6.832 23.742 -11.965
O -5.706 21.458 -12.168
C -6.028 22.927 -14.445
H -4.057 22.874 -15.261
H -5.080 24.204 -15.846
H -4.888 25.407 -13.812
H -3.340 25.042 -14.139
H -4.141 24.416 -11.668
H -3.377 23.168 -12.604
H -6.964 23.307 -14.853
H -6.022 21.916 -14.854

The spin multiplicity is 4. Its total charge is +1. The expectation value of S² is 3.752.

Löwdin atomic charge list, values in e, 8 entries: 1.1140 1.0188 -0.2934 -0.2861 -0.2494 -0.2637 -0.2885 -0.2532

***

Record 2
The following is a quantum chemistry calculation of a 9-piece molecular cluster, C44H81F15O22 overall, from OMol25.

Cartesian coordinates (Å):
C 3.502 5.369 -4.552
O 3.071 6.091 -3.346
C 1.713 6.472 -3.277
C 1.028 6.206 -1.893
O 1.152 4.876 -1.518
C 0.524 4.472 -0.269
C 1.335 4.891 0.910
O 0.896 6.156 1.418
C 1.709 6.467 2.495
H 3.076 4.371 -4.443
H 4.521 4.982 -4.559
H 3.213 5.880 -5.469
H 1.224 6.036 -4.148
H 1.779 7.494 -3.652
H 0.009 6.558 -2.054
H 1.480 6.891 -1.176
H 0.508 3.383 -0.218
H -0.481 4.889 -0.335
H 2.349 4.964 0.518
H 1.189 4.029 1.562
H 1.244 7.291 3.037
H 2.681 6.724 2.073
H 1.885 5.617 3.154
C -7.039 0.317 -3.427
O -7.700 0.550 -2.124
C -8.210 -0.588 -1.457
C -9.557 -0.883 -2.048
O -10.289 -1.717 -1.125
C -11.270 -1.075 -0.314
C -12.707 -1.561 -0.278
O -13.651 -0.491 -0.465
C -14.027 0.169 0.667
H -6.973 1.269 -3.952
H -7.543 -0.352 -4.125
H -6.003 0.060 -3.210
H -8.420 -0.148 -0.481
H -7.427 -1.328 -1.294
H -9.371 -1.441 -2.965
H -10.113 -0.052 -2.480
H -11.313 -0.016 -0.572
H -10.908 -1.348 0.677
H -12.882 -2.201 0.587
H -12.783 -2.373 -1.001
H -13.519 1.133 0.715
H -13.963 -0.287 1.655
H -15.102 0.344 0.627
C 3.762 1.321 -6.989
O 4.369 1.706 -5.770
C 5.165 0.690 -5.148
C 5.461 1.101 -3.655
O 4.264 1.415 -3.035
C 4.179 2.492 -2.143
C 4.921 2.394 -0.799
O 4.580 1.603 0.254
C 4.684 0.223 -0.051
H 3.074 2.124 -7.253
H 3.146 0.445 -6.784
H 4.441 1.348 -7.841
H 6.123 0.623 -5.662
H 4.747 -0.316 -5.165
H 6.050 2.016 -3.721
H 6.097 0.355 -3.178
H 3.110 2.669 -2.027
H 4.370 3.486 -2.547
H 5.006 3.382 -0.347
H 5.924 2.129 -1.133
H 4.312 -0.324 0.816
H 5.728 -0.076 -0.150
H 4.096 -0.138 -0.895
C 1.765 -2.847 -0.289
O 0.987 -2.692 0.953
C 1.703 -3.376 2.026
C 0.669 -3.682 3.198
O 0.069 -2.501 3.760
C -0.842 -2.776 4.846
C -1.108 -1.555 5.722
O 0.147 -1.014 6.247
C 0.858 -1.905 7.168
H 2.806 -2.665 -0.019
H 1.358 -2.163 -1.034
H 1.799 -3.845 -0.726
H 2.508 -2.686 2.280
H 2.242 -4.290 1.776
H 1.172 -4.286 3.952
H -0.147 -4.301 2.825
H -0.394 -3.591 5.415
H -1.826 -3.111 4.521
H -1.896 -1.855 6.412
H -1.662 -0.836 5.119
H 1.597 -1.293 7.686
H 1.367 -2.747 6.699
H 0.153 -2.282 7.909
C 1.317 0.733 1.055
C -0.148 0.329 1.425
O -0.841 0.537 0.231
C -1.972 -0.129 0.020
O -2.582 -0.699 0.907
C -2.405 -0.162 -1.497
F -1.368 0.274 -2.198
F -2.630 -1.381 -1.817
F -3.541 0.500 -1.712
H 1.960 -0.001 0.568
H 1.845 1.237 1.864
H 1.285 1.517 0.299
H -0.689 1.029 2.061
H -0.059 -0.721 1.704
C -3.313 -7.784 -1.586
C -3.304 -7.353 -0.135
O -3.211 -5.914 -0.035
C -2.247 -5.349 0.785
O -1.330 -5.976 1.347
C -2.478 -3.869 0.842
F -2.042 -3.370 2.023
F -1.820 -3.300 -0.101
F -3.735 -3.681 0.704
H -2.271 -7.613 -1.858
H -3.963 -7.164 -2.203
H -3.396 -8.853 -1.783
H -2.549 -7.978 0.343
H -4.182 -7.787 0.343
C 4.243 3.673 2.842
C 5.677 3.546 3.329
O 6.008 4.857 3.977
C 7.183 5.051 4.638
O 8.134 4.265 4.659
C 7.291 6.436 5.384
F 6.233 7.172 5.253
F 7.534 6.390 6.687
F 8.287 7.113 4.759
H 3.598 3.814 3.709
H 3.920 2.795 2.282
H 4.280 4.547 2.191
H 6.347 3.361 2.489
H 5.902 2.746 4.035
C -1.839 -3.643 -3.606
C -2.918 -2.964 -4.418
O -2.363 -2.106 -5.444
C -3.134 -1.548 -6.305
O -4.419 -1.599 -6.289
C -2.421 -0.921 -7.541
F -2.886 0.265 -7.711
F -1.084 -0.870 -7.419
F -2.602 -1.580 -8.718
H -2.280 -4.125 -2.734
H -1.158 -2.914 -3.169
H -1.292 -4.371 -4.206
H -3.658 -2.326 -3.935
H -3.390 -3.836 -4.871
C 6.549 -4.787 4.072
C 6.759 -3.365 3.727
O 5.594 -2.725 4.113
C 5.535 -1.320 3.980
O 6.357 -0.664 3.259
C 4.293 -0.672 4.658
F 3.332 -1.574 4.884
F 4.598 -0.014 5.712
F 3.744 0.165 3.772
H 7.437 -5.410 3.965
H 5.786 -5.245 3.443
H 6.182 -4.834 5.097
H 6.841 -3.343 2.641
H 7.694 -2.968 4.122

As for the SMILES: CCOC(=O)C(F)(F)F.CCOC(=O)C(F)(F)F.CCOC(=O)C(F)(F)F.CCOC(=O)C(F)(F)F.CCOC(=O)C(F)(F)F.COCCOCCOC.COCCOCCOC.COCCOCCOC.COCCOCCOC. The calculation puts the energy above the lowest of the compared OMol25 structures with the same formula, charge and spin at 63.4 kcal/mol. The spin multiplicity is 1. Its total charge is 0.

Löwdin atomic charge list, values in e, 8 entries: -0.0743 -0.2132 -0.1957 -0.1925 -0.1430 -0.1413 -0.2128 -0.1626

***

Number 1: calculated total energy -8655.70572 hartree, molecular weight 1259.30 g/mol. Number 2: calculated total energy -4877.97951 hartree, molecular weight 1247.08 g/mol.